Entry 1:
Below is a structure of composition C16H11CuNO12 at a distorted geometry, with properties calculated with wB97M-V/def2-TZVPD.

Positions of all 41 atoms, in Å:
C (4.783, -0.825, -3.445)
C (0.120, 2.579, 0.948)
C (-1.822, -1.857, 0.358)
O (3.772, -1.793, -5.360)
C (4.641, -0.392, -1.997)
H (-5.102, -2.323, 0.473)
O (-2.872, 4.762, 2.549)
O (1.188, -1.451, -1.484)
H (5.512, -0.011, -1.485)
H (1.432, -2.042, -3.826)
C (-0.601, 1.927, 1.949)
C (-0.921, 4.815, 1.184)
H (-4.143, -0.267, -0.970)
O (-2.331, 2.374, 3.602)
C (-1.871, 4.168, 2.079)
C (1.524, -2.158, 2.940)
C (-1.625, 2.689, 2.589)
O (-1.016, -0.950, 0.621)
O (0.908, 1.728, 0.410)
O (3.434, -0.307, -0.101)
C (0.054, 4.058, 0.620)
C (-4.155, -2.685, 0.074)
O (1.591, -2.571, 1.734)
O (5.815, -0.655, -4.113)
C (3.574, -1.505, -4.176)
H (-4.201, -0.059, 0.867)
O (1.216, -2.807, 3.958)
C (3.518, -0.725, -1.345)
H (-3.832, -3.663, 0.430)
N (-3.111, -1.565, 0.098)
H (-4.414, -2.923, -0.958)
H (-0.405, 0.888, 2.170)
H (-2.750, 0.504, 0.103)
Cu (1.189, -0.637, 0.766)
O (1.515, -0.941, 2.959)
H (-1.583, -2.911, 0.568)
C (2.330, -1.294, -2.084)
C (-3.596, -0.171, -0.032)
O (0.890, 4.710, -0.111)
C (2.324, -1.566, -3.446)
H (-0.977, 5.852, 0.886)

Calculated values
Spin multiplicity ... 3
Lowest unoccupied orbital energy (alpha / beta) ... 0.3773 / 0.3773 Ha
Total charge ... -5
Kohn-Sham gap (alpha / beta) ... 0.1023 / 0.1813 hartree


Entry 2:
Below is a structure of composition C16H11F3FeO3S at a distorted geometry, with properties calculated with wB97M-V/def2-TZVPD.

Positions of all 35 atoms, in Å:
F (-5.299, -1.471, 2.839)
C (1.045, 0.045, -3.258)
H (0.750, -1.180, 2.596)
H (1.139, -0.553, -4.180)
C (1.235, 1.445, -3.273)
Fe (3.133, 0.718, -2.939)
F (-4.780, -0.891, 4.870)
C (-0.057, -0.467, -2.346)
C (3.231, -0.906, -2.397)
O (5.345, 0.465, -4.741)
C (-4.496, -0.636, 3.554)
H (1.817, 2.998, -1.819)
C (1.327, 2.022, -1.935)
H (0.881, 1.920, 0.153)
C (4.147, 1.452, -1.678)
C (-2.137, -0.735, 4.321)
C (-3.016, -0.792, 3.238)
C (-1.172, -1.017, 1.703)
C (-0.357, 0.356, -0.969)
H (-0.068, -0.719, 4.950)
H (1.299, 2.058, -4.175)
C (0.649, 1.472, -0.844)
F (-4.956, 0.643, 3.328)
S (-0.389, -1.034, 0.108)
C (-2.568, -0.942, 1.918)
H (-1.022, -0.392, -2.892)
H (-2.537, -0.576, 5.320)
C (4.364, 0.647, -4.151)
O (3.363, -1.928, -1.849)
H (0.218, -1.539, -2.206)
C (-0.755, -0.816, 4.112)
O (4.617, 1.587, -0.609)
H (-3.255, -0.906, 1.066)
H (-1.394, 0.723, -0.632)
C (-0.305, -1.050, 2.819)

Calculated values
Energy relative to the best compared isomer or geometry (same formula, charge and spin) ... 32.9 kcal per mole
Spin multiplicity ... 5
Lowest unoccupied orbital energy (alpha / beta) ... -0.2757 / -0.4006 Ha
Total charge ... +2
Kohn-Sham gap (alpha / beta) ... 0.3130 / 0.2024 hartree


Entry 3:
Below is an isolated molecule of C16H11N3O4S at a distorted geometry, with properties calculated with wB97M-V/def2-TZVPD.

Positions of all 35 atoms, in Å:
C (2.395, 1.584, -3.872)
H (2.521, 2.503, -4.377)
C (3.319, 0.557, -4.118)
H (-2.130, -0.624, -0.708)
C (-0.746, 0.897, 1.263)
H (0.776, 1.757, 2.429)
C (-4.834, -0.362, 1.207)
C (3.024, -0.636, -3.515)
H (1.545, -1.652, -2.086)
C (1.916, -0.744, -2.551)
C (1.145, 0.368, -2.241)
C (-4.328, 0.676, 2.212)
O (0.259, -1.499, 0.551)
O (4.361, 0.653, -4.985)
O (-5.031, 1.309, 3.031)
C (-3.968, -0.759, 0.127)
O (1.844, 0.309, 0.631)
H (-3.139, 2.566, 3.880)
C (-2.944, 1.192, 2.187)
N (-7.017, 0.830, 0.159)
H (3.677, -1.522, -3.646)
S (0.450, -0.107, 0.274)
H (-5.074, -1.262, 1.809)
H (-4.227, -1.344, -0.788)
H (-0.580, 3.046, 3.889)
C (-0.251, 1.675, 2.296)
H (4.953, -0.170, -4.769)
N (0.101, 0.283, -1.370)
H (0.938, 2.555, -2.739)
C (-2.098, 0.634, 1.200)
C (-2.696, -0.244, 0.172)
N (-6.053, 0.250, 0.640)
C (-1.132, 2.358, 3.226)
C (-2.439, 2.043, 3.217)
C (1.491, 1.567, -2.885)

Calculated values
Energy relative to the best compared isomer or geometry (same formula, charge and spin) ... 52.3 kcal per mole
Lowest unoccupied orbital energy ... -0.1426 Ha
Total charge ... 0
Kohn-Sham gap ... 0.0878 hartree


Entry 4:
Below is a structure of composition C16H12AuN2S2 at a distorted geometry, with properties calculated with wB97M-V/def2-TZVPD.

Positions of all 33 atoms, in Å:
C (-3.515, -0.533, -2.162)
N (3.765, -0.618, -1.535)
H (-3.844, -1.545, 1.053)
H (0.891, 2.296, 5.721)
H (1.733, 0.382, -4.616)
H (-0.155, 2.335, 3.475)
H (3.594, -0.748, 4.412)
C (2.775, -0.071, 4.206)
C (0.667, 1.664, 3.689)
C (-3.385, -1.242, 0.124)
C (-1.322, -0.124, -3.338)
H (-1.373, -1.417, 0.865)
H (-4.080, -0.271, -3.045)
H (2.553, -0.701, 2.163)
C (-2.131, -0.490, -2.200)
H (2.761, 0.753, 6.184)
S (-1.861, 0.308, -4.907)
H (-5.225, -0.947, -0.943)
C (1.255, 1.638, 4.943)
C (-2.012, -1.176, 0.030)
H (4.754, -0.594, -1.703)
C (-0.254, 0.524, -5.443)
N (-1.403, -0.806, -1.105)
C (0.669, 0.290, -4.464)
C (2.306, 0.772, 5.203)
C (-4.145, -0.910, -0.990)
C (0.039, -0.082, -3.258)
Au (0.671, -0.580, -1.321)
C (1.135, 0.821, 2.679)
H (-0.072, 0.821, -6.463)
C (2.641, -0.598, -1.318)
C (2.196, -0.048, 2.949)
S (0.373, 0.895, 1.116)

Calculated values
Lowest unoccupied orbital energy (alpha / beta) ... -0.2075 / -0.2074 Ha
Total charge ... +1
Kohn-Sham gap (alpha / beta) ... 0.1736 / 0.1740 hartree


Entry 5:
Below is a structure of composition C16H12BeCl6F13KMgNO18S5 at a distorted geometry, with properties calculated with wB97M-V/def2-TZVPD.

Positions of all 74 atoms, in Å:
F (4.209, -3.454, 3.343)
Mg (-1.344, 0.133, 4.613)
C (-4.179, 3.134, -2.399)
H (1.731, 1.784, 1.958)
F (6.689, -6.140, 8.667)
Cl (1.003, -0.167, 4.632)
O (7.621, -4.371, 11.043)
S (-2.608, 3.092, -3.324)
K (3.423, 0.260, 0.581)
C (-6.265, 1.338, 3.149)
C (0.579, 2.799, -0.812)
H (-2.907, 1.099, -5.909)
C (0.297, 0.148, 2.638)
F (3.619, -2.146, 6.293)
O (6.091, -2.642, 10.219)
H (0.137, -4.150, -7.854)
H (2.101, -1.554, 4.229)
O (-5.470, 2.714, -6.251)
H (-1.536, -0.123, -8.968)
S (-6.513, 3.733, -6.468)
F (-5.275, 3.229, -3.205)
N (-1.645, 2.979, -2.069)
C (4.289, -2.022, 3.757)
O (-0.212, -2.339, 1.549)
C (-0.755, -2.807, -6.854)
C (-0.817, -2.001, -8.104)
H (-0.188, -0.190, 3.649)
F (-4.247, 4.189, -1.534)
F (5.429, -1.439, 2.957)
Cl (-5.502, 2.173, 1.773)
H (1.295, 1.840, 3.829)
F (0.249, 3.879, -0.041)
O (-2.715, 1.902, -4.172)
C (2.858, -1.311, 3.370)
H (3.548, 0.786, 4.147)
O (0.316, 1.668, -3.148)
O (-2.624, 0.995, -6.843)
C (-1.482, -0.691, -8.048)
O (-6.134, 4.979, -5.776)
C (4.728, -1.853, 5.337)
Cl (-5.061, 1.099, 4.440)
H (-0.505, 0.736, 1.979)
O (-0.151, -4.049, -6.920)
F (0.127, 1.705, -0.128)
H (5.181, -0.782, 5.471)
O (0.461, 4.130, -3.052)
O (1.107, -0.713, 0.116)
H (3.735, 0.506, 2.293)
S (0.922, -1.272, 1.569)
S (6.332, -4.080, 10.401)
F (5.325, -4.597, 7.932)
C (6.461, -4.787, 8.676)
Cl (-6.885, -0.244, 2.614)
O (-0.323, -2.441, -9.138)
H (-1.225, -2.924, -4.792)
O (-7.797, 3.244, -5.933)
S (-0.118, 2.906, -2.493)
C (-1.995, -0.234, -6.903)
F (5.797, -2.886, 5.597)
Cl (-1.209, -2.070, -11.145)
C (-1.265, -2.350, -5.709)
O (2.442, -1.860, 2.069)
F (1.942, 2.722, -0.798)
O (-2.580, 4.363, -4.053)
C (1.596, 1.114, 2.937)
F (7.482, -4.233, 7.945)
Cl (-7.613, 2.325, 3.770)
C (3.000, 0.314, 3.213)
O (5.203, -4.779, 11.030)
C (-1.909, -1.028, -5.647)
O (-2.372, -0.575, -4.606)
Be (-2.883, 5.274, -1.143)
O (-6.651, 3.996, -7.912)
F (-4.363, 2.015, -1.633)

Calculated values
Lowest unoccupied orbital energy ... -0.1583 Ha
Total charge ... -1
Kohn-Sham gap ... 0.0421 hartree


no.,electronic energy (eV)
1,-87452.5026
2,-76264.8671
3,-40257.1982
4,-45120.4790
5,-241914.7378